ORCA calculation (ωB97M-V/def2-TZVPD) on a molecular structure, C50H119CaF12N11O22S4.

Element x y z (Å)
Ca -0.06 -3.05 2.40
C -0.34 -3.05 6.31
F -0.76 -2.02 5.59
F 0.96 -3.00 6.43
F -0.88 -3.02 7.48
S -0.96 -4.74 5.43
O 0.28 -5.48 5.27
O -1.97 -5.31 6.34
N -1.41 -4.13 3.80
S -2.71 -4.92 3.57
O -3.06 -4.55 2.19
O -2.57 -6.35 3.82
C -4.19 -4.08 4.67
F -3.59 -3.10 5.40
F -5.16 -3.61 3.90
F -4.70 -4.96 5.45
C 1.11 0.17 0.26
F 1.73 0.67 -0.79
F 2.03 -0.32 1.07
F 0.51 1.14 0.89
S -0.04 -1.27 -0.31
O -0.63 -0.82 -1.61
O 0.71 -2.51 -0.28
N -0.99 -1.44 1.19
S -2.32 -0.73 0.75
O -2.13 0.63 0.23
O -3.14 -1.63 -0.09
C -3.29 -0.48 2.44
F -4.50 0.07 2.19
F -3.52 -1.66 2.92
F -2.63 0.29 3.31
C 5.34 -7.36 3.45
O 4.67 -6.61 2.43
C 5.59 -5.90 1.71
C 5.07 -5.24 0.36
N 4.54 -3.94 0.64
C 4.17 -3.23 -0.53
C 5.39 -2.67 -1.39
O 6.20 -1.80 -0.64
C 7.51 -1.60 -1.20
H 6.22 -7.90 3.11
H 4.66 -8.12 3.84
H 5.58 -6.63 4.23
H 6.35 -6.60 1.38
H 6.15 -5.21 2.33
H 4.29 -5.81 -0.14
H 5.88 -5.07 -0.36
H 5.22 -3.33 1.06
H 3.68 -2.36 -0.08
H 3.47 -3.82 -1.11
H 4.93 -2.03 -2.14
H 5.94 -3.40 -1.98
H 8.15 -2.48 -1.11
H 7.96 -0.84 -0.57
H 7.53 -1.32 -2.25
C 5.89 -1.57 -4.99
O 4.96 -0.68 -4.46
C 3.62 -0.71 -4.84
C 2.97 0.53 -4.04
N 1.68 0.86 -4.65
C 1.13 2.07 -4.03
C -0.15 2.57 -4.81
O 0.28 3.31 -5.92
C -0.65 3.64 -6.85
H 6.88 -1.36 -4.58
H 5.95 -1.49 -6.07
H 5.68 -2.61 -4.75
H 3.13 -1.62 -4.51
H 3.46 -0.63 -5.91
H 3.61 1.38 -4.28
H 2.93 0.44 -2.96
H 1.80 1.05 -5.63
H 1.85 2.89 -3.93
H 0.91 1.85 -2.99
H -0.62 3.28 -4.14
H -0.85 1.77 -5.04
H -0.95 2.69 -7.29
H -0.25 4.23 -7.67
H -1.48 4.21 -6.43
C -7.21 6.27 0.72
O -7.21 5.14 -0.16
C -7.30 5.41 -1.52
C -7.34 4.16 -2.36
N -6.15 3.42 -2.75
C -5.36 2.94 -1.59
C -4.26 1.97 -2.13
O -4.78 0.86 -2.85
C -3.76 -0.03 -3.36
H -6.45 7.01 0.47
H -6.97 5.91 1.72
H -8.19 6.75 0.67
H -6.44 6.01 -1.81
H -8.19 6.00 -1.74
H -7.83 4.51 -3.27
H -8.01 3.46 -1.86
H -6.40 2.63 -3.33
H -5.99 2.52 -0.81
H -4.93 3.87 -1.20
H -3.54 1.69 -1.36
H -3.69 2.56 -2.84
H -4.18 -0.83 -3.96
H -3.25 -0.51 -2.52
H -3.00 0.54 -3.89
C 1.46 -0.33 3.84
O 1.43 -1.74 3.59
C 2.78 -2.32 3.52
C 2.65 -3.82 3.45
N 2.02 -4.14 2.13
C 1.60 -5.52 2.01
C 0.72 -5.72 0.77
O -0.34 -4.79 0.80
C -1.20 -4.90 -0.36
H 1.65 -0.14 4.90
H 0.49 0.15 3.73
H 2.14 0.29 3.27
H 3.26 -2.09 4.48
H 3.44 -1.88 2.77
H 2.04 -4.19 4.28
H 3.63 -4.29 3.51
H 2.80 -4.08 1.49
H 1.03 -5.76 2.90
H 2.47 -6.17 2.02
H 0.40 -6.76 0.69
H 1.34 -5.46 -0.08
H -1.87 -4.05 -0.44
H -1.87 -5.76 -0.31
H -0.61 -5.00 -1.28
C 6.69 2.20 -2.37
O 5.49 2.53 -1.58
C 5.16 1.50 -0.62
C 6.12 1.39 0.58
N 5.76 0.24 1.37
C 6.57 0.11 2.54
C 6.19 -1.00 3.53
O 6.42 -2.32 3.02
C 7.75 -2.72 3.10
H 6.92 3.06 -2.99
H 6.52 1.29 -2.94
H 7.54 1.96 -1.73
H 5.02 0.53 -1.10
H 4.19 1.77 -0.22
H 6.11 2.37 1.07
H 7.14 1.32 0.21
H 5.90 -0.58 0.79
H 6.46 1.03 3.11
H 7.64 0.14 2.36
H 5.18 -0.87 3.93
H 6.81 -0.93 4.42
H 8.45 -2.09 2.54
H 8.01 -3.72 2.76
H 8.07 -2.56 4.13
C 3.19 5.14 -3.18
C 2.76 5.19 -1.65
C 1.84 4.07 -1.25
O 0.59 4.22 -1.86
C -0.51 3.54 -1.23
N 3.94 5.18 -0.83
H 2.42 4.94 -3.93
H 3.94 4.35 -3.20
H 3.72 6.04 -3.47
H 2.26 6.15 -1.53
H 1.66 4.00 -0.17
H 2.18 3.06 -1.47
H -0.48 3.78 -0.17
H -0.27 2.47 -1.25
H -1.43 3.88 -1.69
H 3.61 4.98 0.10
H 4.56 4.40 -0.99
C -3.96 7.52 2.32
C -2.95 6.43 2.06
C -3.73 5.14 1.69
O -2.91 4.04 1.29
C -2.10 3.52 2.32
N -2.10 6.72 0.93
H -4.69 7.67 1.52
H -3.44 8.47 2.33
H -4.49 7.36 3.26
H -2.30 6.35 2.93
H -4.32 5.44 0.82
H -4.42 4.81 2.47
H -1.61 2.60 2.01
H -2.71 3.33 3.20
H -1.25 4.18 2.50
H -2.58 7.06 0.11
H -1.74 5.85 0.57
C 0.32 -3.41 -3.80
C -0.94 -2.84 -4.43
C -2.26 -3.38 -3.85
O -2.32 -4.84 -3.85
C -2.36 -5.44 -5.13
N -0.95 -1.40 -4.44
H 0.31 -4.50 -3.85
H 0.35 -3.14 -2.75
H 1.20 -3.04 -4.33
H -0.99 -3.10 -5.49
H -3.13 -2.96 -4.36
H -2.27 -3.01 -2.82
H -3.42 -5.38 -5.36
H -2.17 -6.51 -5.07
H -1.78 -4.93 -5.90
H -0.13 -0.94 -4.80
H -1.00 -1.01 -3.51
C -7.22 1.24 3.50
C -8.24 2.40 3.72
C -9.72 2.20 3.33
O -9.90 1.93 1.96
C -9.42 2.95 1.05
N -8.26 2.58 5.17
H -7.02 1.05 2.44
H -7.54 0.34 4.02
H -6.21 1.62 3.68
H -7.92 3.36 3.32
H -10.40 3.02 3.57
H -10.08 1.34 3.89
H -9.82 3.93 1.32
H -9.77 2.71 0.04
H -8.35 3.02 0.89
H -8.98 3.24 5.43
H -7.39 3.00 5.43

Properties
spin multiplicity = 2
LUMO level (spin up / spin down) = 1.4 / 1.4 eV
highest occupied orbital energy (spin up / spin down) = -0.947 / -6.066 eV
DFT total energy = -7702.4559 Ha
net charge = -1